# C31H45Cl2N5O3SiSn

A structure of composition C31H45Cl2N5O3SiSn (ωB97M-V/def2-TZVPD, OMol25).

## Properties
- HOMO-LUMO gap: 7.7 eV
- ΔE to the lowest compared entry with this formula, charge and spin: 60.5 kJ/mol

Geometry (Å):
Sn -0.089640 -1.133297 -0.825939
C 3.505663 -0.587105 0.272253
C 3.215298 -2.021399 0.684942
N 2.573693 -2.805187 -0.368605
C 3.345096 -3.038082 -1.571767
C 3.217189 -1.952553 -2.630224
C 4.249308 -1.758932 -3.543913
C 4.111116 -0.781997 -4.513177
C 2.971290 0.006883 -4.515633
C 1.995988 -0.241490 -3.563821
C 0.761793 0.631785 -3.465547
N 0.380050 0.904960 -2.076060
C 1.198213 1.895058 -1.355602
C 2.516755 1.332808 -0.859415
N 2.284141 0.147847 -0.040603
N 2.101070 -1.226220 -2.671842
H 4.131517 -0.587821 -0.624703
H 4.092290 -0.107477 1.066129
H 2.518148 -2.003191 1.527668
H 4.151952 -2.480423 1.033126
H 2.287862 -3.693678 0.016405
H 2.978520 -3.965116 -2.019853
H 4.416793 -3.188042 -1.372197
H 5.148031 -2.361663 -3.485359
H 4.895487 -0.614789 -5.241228
H 2.850879 0.814632 -5.226267
H -0.078393 0.114904 -3.935747
H 0.946219 1.556756 -4.018653
H -0.584704 1.222081 -2.060943
H 0.614376 2.207658 -0.494738
H 1.392046 2.775284 -1.978601
H 3.050894 2.131098 -0.327538
H 3.146337 1.032624 -1.701275
H 1.789958 0.417912 0.805726
N -0.364876 -3.394514 -3.055663
C -1.527840 -3.035153 -3.885787
C -2.773768 -2.826705 -3.036620
C -2.904730 -1.481993 -2.327726
O -4.017282 -1.117543 -1.983796
O -1.809563 -0.798822 -2.147731
H 0.482745 -3.378950 -3.610892
H -0.471386 -4.341251 -2.708122
H -1.735414 -3.799423 -4.642341
H -1.288831 -2.108725 -4.411442
H -2.818715 -3.598409 -2.259218
H -3.670701 -2.936671 -3.644999
Cl -1.584146 -3.485851 0.833556
C -2.080702 -4.561233 2.148193
Cl -1.311083 -6.153428 2.032652
H -3.152936 -4.691193 2.092330
H -1.779111 -4.101511 3.079675
C -2.359342 2.915974 -0.588470
C -2.758394 2.336203 0.781027
C -3.871630 1.300098 0.543892
C -3.301258 3.446400 1.692459
Si -1.305349 1.433683 1.566132
O -0.691734 0.279588 0.623291
C -1.864331 0.702349 3.208023
C -2.177284 -0.658547 3.287259
C -2.584733 -1.235326 4.486058
C -2.690417 -0.457296 5.632233
C -2.387490 0.896981 5.574844
C -1.975751 1.465318 4.375452
C 0.134791 2.585184 2.033131
C 1.208752 1.973039 2.699431
C 2.366199 2.669464 3.020910
C 2.477700 4.016506 2.691114
C 1.421135 4.654607 2.056829
C 0.267554 3.943982 1.731864
H -3.168464 3.539542 -0.986915
H -2.205459 2.098916 -1.300994
H -1.451734 3.529254 -0.554777
H -4.699210 1.760782 -0.009130
H -4.269039 0.921381 1.490859
H -3.528921 0.446816 -0.046682
H -4.159965 3.933455 1.215283
H -2.560862 4.220386 1.912706
H -3.640865 3.036833 2.647875
H -2.103259 -1.264413 2.390478
H -2.827089 -2.291358 4.529831
H -2.998417 -0.906081 6.569294
H -2.470496 1.508740 6.465564
H -1.728140 2.522541 4.350460
H 1.123697 0.924990 2.982988
H 3.173531 2.170828 3.544828
H 3.378991 4.565539 2.936106
H 1.486936 5.711555 1.826708
H -0.536575 4.469645 1.230986

Forces on atoms 1 to 6 (eV/Å):
0.14 0.08 0.17
-0.21 -0.02 -0.09
-0.16 -0.02 -0.11
0.23 0.00 0.06
-0.09 0.10 -0.01
-0.13 -0.02 0.01

Results of the Löwdin charge analysis, in e, for atoms 1 through 8: Sn 1.251; C -0.205; C -0.211; N -0.101; C -0.168; C -0.265; C -0.024; C -0.050



# C31H45O3Y

A structure of composition C31H45O3Y at a distorted geometry (ωB97M-V/def2-TZVPD, OMol25).

## Properties
- HOMO-LUMO gap: 7.0 eV
- ΔE to the lowest compared entry with this formula, charge and spin: 0.0 kJ/mol

Geometry (Å):
O 0.759466 0.722901 -1.593957
C 0.224317 2.105816 -1.403663
C 0.566810 2.478494 -2.833072
H 0.804479 2.616162 -0.622013
H -0.855123 2.073926 -1.185272
C 1.168971 1.064723 -2.971715
H 1.345657 3.282131 -2.877074
H -0.300584 2.692485 -3.474859
C 2.668454 0.953545 -3.051401
H 3.146753 1.462735 -2.207621
H 3.040070 1.408061 -3.968960
H 2.956999 -0.102982 -3.067872
C 0.471193 0.264033 -4.041447
H -0.587809 0.525645 -4.086928
H 0.575226 -0.809470 -3.875711
H 0.926730 0.505413 -5.009000
Y -0.254955 -0.977495 -0.219654
C -2.316988 -2.327057 -1.027616
C -2.868310 -1.472946 -0.043985
C -2.787344 -0.126828 -0.516485
H -3.388507 -1.798522 0.857514
C -2.200354 -0.158544 -1.816773
C -1.903113 -1.518791 -2.129686
H -1.511049 -1.878478 -3.079569
H -2.306459 -3.419981 -0.975349
H -3.184685 0.757959 -0.014751
H -2.132821 0.686587 -2.498723
C 0.649320 -3.313880 0.158834
C 0.452328 -3.277280 -1.250156
C 1.350527 -2.325826 -1.804216
H -0.215195 -3.925041 -1.815596
C 2.145492 -1.798245 -0.740503
C 1.726112 -2.421415 0.468753
H 2.210607 -2.314848 1.439809
H 0.142865 -3.982014 0.855728
H 1.506216 -2.152470 -2.865859
H 2.986204 -1.110592 -0.843944
O 2.770386 3.799464 -2.995144
C 2.952246 3.874496 -4.464696
C 3.359830 5.291931 -4.857775
H 1.991840 3.620328 -4.948006
H 3.692860 3.127016 -4.781213
C 3.086529 6.153085 -3.615022
H 2.784259 5.624899 -5.727536
H 4.423460 5.325528 -5.118064
C 2.673339 5.185070 -2.501205
H 2.279281 6.866255 -3.811282
H 3.980628 6.719429 -3.337238
H 1.627460 5.363144 -2.214235
H 3.302684 5.283941 -1.606475
C -4.307735 0.835642 3.311432
C -2.873034 0.419980 2.978199
C -1.873425 1.366037 3.646741
C -2.583323 -1.025641 3.308379
C -3.520522 -1.866322 3.899355
C -3.156368 -3.133366 4.346199
C -1.827152 -3.541425 4.266633
C -0.869371 -2.728678 3.662460
C 0.610887 -3.045998 3.790221
C 1.166384 -2.546823 5.129137
C 0.898704 -4.539714 3.648779
C -1.318420 -1.584311 2.946713
O -0.660381 -1.118995 1.902089
H -4.511891 0.738994 4.384965
H -5.036056 0.233385 2.756931
H -4.451902 1.883569 3.027109
H -2.750527 0.530046 1.888608
H -1.930077 1.271930 4.737409
H -0.850928 1.148610 3.327831
H -2.119486 2.396803 3.375719
H -4.543475 -1.509337 4.042692
H -3.904698 -3.786871 4.794534
H -1.516860 -4.490721 4.706715
H 1.125613 -2.506331 2.988211
H 0.712370 -3.096301 5.964409
H 2.251125 -2.700237 5.162511
H 0.959513 -1.479843 5.265322
H 0.419049 -4.959586 2.758026
H 1.981663 -4.693691 3.565144
H 0.544021 -5.093302 4.528213

Forces on atoms 1 to 6 (eV/Å):
-0.79 0.95 0.53
-0.14 -0.66 0.05
0.03 0.70 0.11
-0.27 -0.14 -0.14
0.45 0.01 0.24
-0.22 0.34 -0.40

Results of the Löwdin charge analysis, in e, for atoms 1 through 8: O -0.224; C -0.101; C -0.083; H 0.129; H 0.106; C -0.508; H 0.050; H 0.126



# C31H46AuP2

A structure of composition C31H46AuP2 at a distorted geometry (ωB97M-V/def2-TZVPD, OMol25).

## Properties
- Multiplicity: 3
- HOMO-LUMO gap (spin up / spin down): 6.9 / 4.7 eV
- Charge: +1

Geometry (Å):
Au 3.008791 -0.112260 -0.960397
C -1.708436 -0.974424 1.679165
C -1.345807 -2.092832 0.881060
C 0.479515 -1.513462 2.148615
C -0.563777 -0.596975 2.438276
C 0.012515 -2.404901 1.145565
C -3.018034 -0.287951 1.665557
H -3.456084 -0.270577 0.657199
H -2.923731 0.753181 1.995852
H -3.751163 -0.778552 2.325577
C -0.368170 0.621913 3.249913
H -1.300898 1.186041 3.357545
H 0.373015 1.275934 2.760513
H 0.027610 0.381002 4.246461
C 1.861777 -1.419585 2.649995
H 1.883795 -1.359298 3.747085
H 2.345958 -0.514862 2.254457
H 2.469564 -2.269395 2.314957
C 0.847137 -3.415190 0.464732
H 0.844721 -4.377005 1.001370
H 1.887597 -3.066363 0.393632
H 0.497933 -3.585103 -0.563816
C -2.190694 -2.787146 -0.120307
H -2.534689 -3.763722 0.253941
H -1.633526 -2.978461 -1.050052
H -3.075275 -2.193390 -0.381642
C -0.885884 2.142802 -1.693704
C -1.876043 1.249170 -1.511343
C -2.434169 0.260802 -2.493973
C -1.480017 -0.120763 -3.639584
C -0.208705 -0.655280 -3.102746
C 0.960076 -0.004388 -3.061853
C 1.226159 1.461688 -2.973720
C -0.011269 2.386029 -2.888979
H -3.366106 0.661602 -2.927164
H -1.315852 0.754455 -4.293167
H -2.705810 -0.662948 -1.952622
H -0.532102 2.410604 -3.857691
H -0.635087 2.816627 -0.867728
H -2.494516 1.345860 -0.602046
H 0.398834 3.401765 -2.768265
H 1.856767 1.635114 -2.074555
H 1.878620 -0.619115 -2.983529
H 1.864602 1.770652 -3.820697
H -1.954288 -0.896124 -4.263320
H -0.251791 -1.666595 -2.683118
P -0.167626 1.514513 -6.157983
C -0.388963 3.332510 -6.360949
C -1.474264 0.925173 -7.315894
P 2.132044 -0.393441 -6.709992
C 1.389655 1.281463 -7.126151
C 1.406477 -1.372817 -8.106006
C 3.774127 -0.048465 -7.474443
H 0.452013 3.854377 -5.885618
H -1.319887 3.632962 -5.861130
H -0.439875 3.599147 -7.425119
H -1.445517 1.477198 -8.263232
H -2.444825 1.104453 -6.831462
H -1.380907 -0.152776 -7.501560
H 3.685072 0.270749 -8.520847
H 4.383471 -0.957265 -7.409771
H 4.258746 0.743352 -6.892090
H 2.112033 2.046522 -6.782636
H 1.218344 1.397654 -8.213963
H 1.921292 -2.341582 -8.119319
H 1.540469 -0.885659 -9.080369
H 0.339520 -1.559781 -7.933133
C 2.614613 1.059893 0.546286
C 2.687784 1.800320 1.553877
C 3.180869 2.540405 2.675523
C 2.450109 3.562625 3.313828
C 2.988819 4.203711 4.438317
C 4.236267 3.809375 4.940794
C 4.989516 2.810439 4.296850
C 4.468823 2.205712 3.154862
H 1.475813 3.844669 2.905302
H 2.418660 5.000356 4.934091
H 4.644712 4.279731 5.836091
H 5.958018 2.488257 4.674882
H 5.023433 1.445546 2.596418

Forces on atoms 1 to 6 (eV/Å):
-0.39 -0.26 -0.10
-0.03 -0.03 -0.06
-0.01 -0.12 -0.24
0.40 0.14 -0.30
0.11 0.27 0.01
0.05 0.03 0.19

Results of the Löwdin charge analysis, in e, for atoms 1 through 8: Au 0.719; C -0.108; C -0.117; C -0.121; C -0.106; C -0.122; C -0.005; H 0.079



# C31H46FN2O19

A cluster of 7 separate species, C31H46FN2O19 in total at a distorted geometry (ωB97M-V/def2-TZVPD, OMol25).

## Properties
- HOMO-LUMO gap: 6.0 eV
- Charge: +1

Geometry (Å):
C 0.442068 -1.121431 -1.565648
C -0.111849 -0.261449 -2.868208
O -0.652174 1.064448 -2.529499
C -1.723096 0.995689 -1.523915
C -2.919967 -0.097245 -1.893431
C -3.591090 -0.126802 -3.425920
C -4.712322 -1.314091 -3.560412
C -5.067804 -2.301935 -2.317797
F -6.065824 -3.389634 -2.489150
N -4.390597 -2.091809 -1.018098
N -3.465838 -1.106545 -0.926553
H -0.390015 -1.854966 -1.191661
H 1.412053 -1.715604 -1.924059
H 0.737619 -0.339503 -0.745119
H -0.819091 -0.928378 -3.530514
H 0.853268 -0.059795 -3.541636
H -1.308573 0.746023 -0.457008
H -2.214788 2.080264 -1.467503
H -3.289390 0.608892 -4.285788
H -5.266040 -1.503941 -4.589985
H -3.022275 -1.023950 0.041635
C 2.246140 3.177470 1.877988
C 0.806256 2.762544 1.648069
C -0.185195 3.478169 2.515291
O -1.264122 2.558634 2.556178
C -0.717692 1.316365 2.388268
O -1.315400 0.269453 2.545381
O 0.598692 1.410010 2.021278
H 2.450010 3.353414 2.939607
H 2.934334 2.391625 1.549758
H 2.476458 4.098288 1.333576
H 0.556217 2.854503 0.583485
H -0.505998 4.434619 2.092845
H 0.164588 3.639742 3.541180
C -0.925764 -1.492955 4.732960
C -1.079056 -2.403037 5.935683
C -1.465512 -1.692925 7.198046
O -0.974039 -2.571541 8.196940
C 0.090440 -3.227259 7.642928
O 0.870176 -3.927297 8.259306
O 0.162534 -2.986145 6.296457
H -0.463573 -0.538418 5.006438
H -0.279681 -1.952316 3.977671
H -1.899284 -1.278816 4.281584
H -1.772730 -3.220132 5.700119
H -2.546617 -1.559573 7.296014
H -0.972607 -0.722398 7.324640
C 0.446140 -7.022905 9.677050
C -0.993744 -7.437831 9.447130
C -1.985195 -6.722206 10.314352
O -3.064122 -7.641742 10.355239
C -2.517692 -8.884011 10.187330
O -3.115400 -9.930922 10.344442
O -1.201308 -8.790366 9.820339
H 0.650010 -6.846961 10.738668
H 1.134334 -7.808750 9.348819
H 0.676458 -6.102088 9.132638
H -1.243783 -7.345873 8.382546
H -2.305998 -5.765757 9.891906
H -1.635412 -6.560634 11.340241
C -0.025764 5.717258 -5.356508
C -0.179056 4.807175 -4.153785
C -0.565512 5.517288 -2.891422
O -0.074039 4.638672 -1.892528
C 0.990440 3.982954 -2.446540
O 1.770176 3.282916 -1.830162
O 1.062534 4.224068 -3.793011
H 0.436427 6.671795 -5.083030
H 0.620319 5.257896 -6.111797
H -0.999284 5.931397 -5.807884
H -0.872730 3.990081 -4.389349
H -1.646617 5.650640 -2.793454
H -0.072607 6.487815 -2.764828
C -0.915004 0.575743 -9.315860
C -0.526517 0.965567 -7.903271
C -0.569166 -0.165330 -6.920203
O -0.763909 0.515017 -5.691178
C -1.427772 1.671921 -5.992629
O -1.921356 2.421429 -5.172523
O -1.465024 1.872050 -7.347206
H -1.739132 -0.145590 -9.322432
H -1.255225 1.449841 -9.880751
H -0.067799 0.124130 -9.840861
H 0.451593 1.463151 -7.908448
H 0.357783 -0.745448 -6.900220
H -1.414183 -0.846636 -7.070773
C 4.657783 1.997697 -2.092844
C 5.383768 1.722310 -3.394918
C 6.873996 1.859747 -3.308301
O 7.225644 2.146860 -4.651882
C 6.142781 2.769380 -5.208559
O 6.141380 3.319716 -6.292575
O 5.057155 2.692318 -4.376817
H 5.116019 2.827245 -1.543823
H 3.616460 2.279434 -2.280380
H 4.673642 1.115667 -1.445458
H 5.088065 0.741088 -3.787446
H 7.365340 0.944779 -2.965396
H 7.202253 2.697743 -2.683071

Forces on atoms 1 to 6 (eV/Å):
-0.10 0.61 -0.80
2.25 -1.23 -0.36
-1.98 -2.02 1.20
-0.23 0.36 0.44
-2.75 -1.74 -2.65
-1.93 -4.16 4.24

Results of the Löwdin charge analysis, in e, for atoms 1 through 8: C -0.077; C -0.242; O -0.191; C -0.112; C 0.032; C 0.128; C 0.103; C -0.052